# 1
Formula: C23H48BrN5O12S2
Source: the Open Molecules 2025 dataset
Level of theory: ωB97M-V/def2-TZVPD

F_max: 8.15 eV/A
HOMO-LUMO gap: 8.710 eV
Structure (SMILES): CC(=O)OCCCC[C@@]1(Br)OS(=O)(=O)O[C@]1(O)S.CNC(C)=O.CNC(C)=O.CNC(C)=O.CNC(C)=O.CNC(C)=O
E_HOMO: -8.95 eV
LUMO level: -0.2 eV
Charge: 0

The geometry in XYZ format:
```
91
Properties=species:S:1:pos:R:3:forces:R:3:mulliken_charge:R:1
C 3.687222 -2.186372 -3.042078 0.0 0.2 -0.5 -0.73
C 3.512411 -0.747081 -2.219832 -2.7 -1.9 3.8 0.64
O 2.739875 -0.781135 -1.132754 4.7 1.4 -6.5 -0.55
O 4.265675 0.400241 -2.740167 -3.4 -1.6 1.2 -0.28
C 3.518610 1.662540 -2.649890 0.0 2.7 -0.1 -0.41
C 2.724446 2.077910 -4.048799 0.2 -0.8 0.0 -0.57
C 1.293948 1.282503 -4.246948 0.2 0.3 0.1 -0.29
C 0.025357 1.954803 -3.452062 0.0 -0.3 -0.7 -0.53
C -1.276997 0.936761 -3.680846 0.1 -1.0 0.3 0.32
Br -2.529671 1.930011 -4.948276 0.4 -0.6 1.2 -0.06
O -1.031731 -0.305178 -4.484625 -0.4 -0.7 1.9 -0.37
S -2.138644 -1.564867 -4.157561 -1.5 -2.8 -4.8 0.94
O -3.064611 -1.586971 -5.400235 2.9 1.2 5.2 -0.48
O -1.613778 -3.017362 -4.023778 -0.9 6.1 1.1 -0.52
O -2.829970 -0.802955 -2.764059 1.8 0.4 -1.2 -0.34
C -1.965963 0.306397 -2.295004 1.9 -0.2 0.5 0.35
O -1.013840 -0.340084 -1.334248 -1.6 3.2 -1.1 -0.42
S -2.880019 1.742158 -1.485005 -0.2 0.0 -0.3 -0.07
H 4.785536 -2.633673 -2.936062 -2.5 1.3 -0.2 0.30
H 2.901645 -2.993514 -2.653460 1.7 2.2 -0.5 0.29
H 3.439322 -2.017207 -4.188015 0.7 -0.1 2.4 0.24
H 2.800254 1.755199 -1.729476 1.4 -0.7 -1.7 0.28
H 4.339298 2.517908 -2.501802 -1.6 -2.0 -0.3 0.28
H 2.575623 3.261254 -4.063158 0.4 -2.6 0.0 0.30
H 3.435170 1.718344 -4.937684 -1.5 1.1 1.9 0.28
H 1.454740 0.194101 -3.848679 -0.5 2.0 -0.9 0.12
H 0.989142 1.258279 -5.400676 0.8 -0.1 2.6 0.31
H -0.281380 2.986461 -3.952439 0.7 -2.3 1.1 0.34
H 0.226196 2.179344 -2.310122 -0.4 -0.9 -2.3 0.12
H -0.936830 0.324381 -0.562207 -0.3 -1.7 -1.5 0.36
H -1.958992 2.392688 -0.638117 -0.5 -1.5 -1.0 0.11
C 8.967064 -4.988888 -0.437639 -0.1 -0.3 -0.3 -0.84
N 7.967624 -4.426256 -1.316488 -0.3 0.6 -0.1 -0.17
C 7.382041 -3.197810 -1.249172 -0.4 -0.2 -0.6 0.76
C 7.796331 -2.275606 -0.136612 -0.1 0.3 0.1 -1.24
O 6.541487 -2.874997 -2.085670 0.6 -0.1 0.4 -0.69
H 9.845831 -5.236015 -1.038574 0.1 0.0 0.3 0.28
H 8.559433 -5.905735 -0.004361 0.3 0.0 0.2 0.28
H 9.252999 -4.304184 0.361477 -0.1 -0.1 -0.2 0.33
H 7.636435 -4.988813 -2.092694 0.1 0.2 0.2 0.23
H 7.243245 -1.335131 -0.215602 0.1 -0.3 -0.1 0.23
H 7.567799 -2.730170 0.830790 0.2 0.1 0.0 0.37
H 8.864376 -2.055143 -0.211474 -0.1 -0.1 0.2 0.37
C -5.476002 -1.093586 2.392780 -0.1 -0.1 -0.4 -0.91
N -4.419972 -0.536071 1.579274 0.7 0.4 0.0 -0.09
C -3.331360 0.176253 1.984286 0.0 -0.1 -0.4 0.73
C -3.164951 0.440835 3.454725 0.2 0.2 0.1 -1.20
O -2.521852 0.580634 1.152637 0.1 -0.1 0.5 -0.39
H -5.496429 -2.173700 2.227363 -0.2 0.0 0.2 0.29
H -6.423372 -0.661814 2.060268 -0.1 -0.1 0.3 0.29
H -5.335949 -0.890281 3.454955 0.1 0.0 -0.2 0.36
H -4.461711 -0.672615 0.575149 0.0 0.0 0.3 0.17
H -2.251564 1.019230 3.621521 -0.1 -0.2 -0.1 0.06
H -4.013194 1.019706 3.829042 0.0 -0.2 0.1 0.38
H -3.078978 -0.504082 3.997560 -0.1 0.1 0.1 0.38
C -0.114633 5.150009 2.289659 -0.1 -0.3 -0.4 -0.89
N -0.232325 3.782036 2.739782 0.0 -0.3 0.4 -0.05
C -0.095718 3.297006 4.005721 -0.1 -0.7 -0.1 0.89
C 0.217161 4.270753 5.107451 0.1 -0.1 0.2 -1.16
O -0.229056 2.093590 4.216620 0.0 0.5 0.0 -0.70
H -1.060710 5.435399 1.822843 0.1 0.3 0.0 0.29
H 0.681561 5.193191 1.542189 0.0 0.3 0.0 0.29
H 0.112346 5.839057 3.103820 0.0 -0.2 -0.1 0.35
H -0.442467 3.065138 2.053814 0.0 0.2 0.2 0.12
H 0.295784 3.735126 6.058009 -0.1 0.1 -0.3 0.07
H 1.171781 4.765116 4.909899 -0.1 0.1 0.0 0.37
H -0.584184 5.009327 5.192810 0.2 0.1 0.0 0.39
C 0.676891 0.882618 9.815757 -0.2 -0.2 -0.4 -0.85
N 0.056610 1.960486 9.080051 0.0 0.6 0.1 -0.15
C 0.144929 3.299971 9.313496 -0.6 0.2 -0.7 0.86
C 0.982781 3.763294 10.472471 0.1 0.2 0.1 -1.32
O -0.452323 4.088033 8.583623 0.3 -0.3 0.4 -0.65
H 1.309229 0.320479 9.123966 0.1 -0.1 0.3 0.29
H -0.114766 0.228702 10.190154 0.3 -0.1 0.2 0.29
H 1.279396 1.240372 10.651320 -0.1 0.0 -0.2 0.32
H -0.525391 1.727673 8.282727 0.2 0.0 0.2 0.23
H 0.955721 4.855339 10.530277 -0.1 -0.3 -0.1 0.30
H 0.585596 3.358292 11.406783 0.2 0.0 0.0 0.36
H 2.020866 3.450786 10.332290 -0.1 -0.1 0.2 0.34
C -7.405437 -5.093079 -7.270559 -0.4 0.1 -0.2 -0.77
N -7.560007 -3.680158 -7.530510 0.1 0.3 0.0 -0.16
C -6.661356 -2.679867 -7.310593 -0.3 0.8 -0.3 0.72
C -5.325698 -3.043770 -6.724525 0.1 0.2 -0.1 -1.11
O -6.956840 -1.520439 -7.591453 0.1 -0.6 0.1 -0.67
H -7.535124 -5.627274 -8.215145 0.1 -0.3 0.2 0.27
H -8.191959 -5.397484 -6.575418 0.2 -0.3 0.0 0.27
H -6.430519 -5.334992 -6.846087 -0.2 0.2 -0.1 0.31
H -8.435500 -3.355754 -7.926652 0.3 -0.1 0.1 0.23
H -4.718892 -2.141084 -6.607992 -0.4 -0.3 -0.1 0.31
H -5.460606 -3.498436 -5.739740 0.2 -0.1 -0.1 0.33
H -4.798520 -3.730098 -7.392334 0.0 -0.1 0.2 0.33
```
Positions in Å, forces in eV/Å.

=====

# 2
Formula: C23H48CoFN2O2PS2Si2
Source: the Open Molecules 2025 dataset
Level of theory: ωB97M-V/def2-TZVPD

Expectation value of S²: 0.7887
F_max: 0.12 eV/A
HOMO-LUMO gap (spin up / spin down): 5.824 / 5.615 eV
E_HOMO (spin up / spin down): -7.05 / -6.85 eV
Spin multiplicity: 2
LUMO level (spin up / spin down): -1.2 / -1.2 eV
Charge: 0

The geometry in XYZ format:
```
82
Properties=species:S:1:pos:R:3:forces:R:3:mulliken_spin:R:1
Co 0.298054 0.259581 0.019972 0.1 -0.1 0.0 1.18
N -3.071212 3.692332 1.078109 0.0 0.0 0.0 0.00
C -3.587488 2.274073 1.073174 0.0 0.0 0.0 0.01
C -2.435516 1.381352 0.644968 0.0 0.0 0.0 -0.01
N -1.241471 1.545397 1.447401 -0.1 0.0 0.0 0.02
C -0.817859 2.911539 1.657461 0.0 0.0 0.0 0.01
C -1.945199 3.850091 2.067625 0.0 0.0 0.0 0.00
H -3.820808 4.353023 1.276646 0.0 0.0 0.0 0.00
H -2.713475 3.906552 0.141697 0.0 0.0 0.0 0.00
H -4.424436 2.225315 0.378072 0.0 0.0 0.0 0.00
H -3.933263 2.067754 2.085859 0.0 0.0 0.0 0.00
H -2.192332 1.614049 -0.397944 0.0 0.0 0.0 -0.01
H -2.735563 0.333415 0.670103 0.0 0.0 0.0 0.00
H -1.242706 0.967855 2.278736 0.0 0.0 0.0 0.00
H -0.353590 3.281312 0.737034 0.0 0.0 0.0 0.00
H -0.049918 2.937783 2.426973 0.0 0.0 0.0 0.00
H -1.632888 4.893348 2.055005 0.0 0.0 0.0 0.00
H -2.362716 3.602300 3.043416 0.0 0.0 0.0 0.00
C 3.504686 1.750375 -1.839821 0.0 0.0 0.0 0.00
Si 1.900775 2.714399 -1.782534 0.0 0.0 0.0 -0.02
C 2.056391 4.137492 -0.542030 0.0 0.0 0.0 0.00
C 1.803836 3.625442 -3.441534 0.0 0.0 0.0 0.00
C 0.383182 1.719414 -1.400314 -0.1 0.0 0.0 -0.10
Si -0.408589 0.890558 -2.864040 0.0 0.0 0.0 0.02
C -1.836332 -0.239140 -2.320248 0.0 0.0 0.0 -0.01
C -1.284882 2.102815 -4.026182 0.0 0.0 0.0 0.00
C 0.829903 -0.089795 -3.870085 0.0 0.0 0.0 -0.01
H 4.270139 2.339264 -2.353128 0.0 0.0 0.0 0.00
H 3.371906 0.817900 -2.394056 0.0 0.0 0.0 0.00
H 3.874641 1.493542 -0.847663 0.0 0.0 0.0 0.00
H 2.902730 4.779245 -0.800798 0.0 0.0 0.0 0.00
H 2.202991 3.794775 0.482516 0.0 0.0 0.0 0.00
H 1.156738 4.764064 -0.580682 0.0 0.0 0.0 0.00
H 2.676544 4.276629 -3.547666 0.0 0.0 0.0 0.00
H 0.910928 4.251814 -3.515583 0.0 0.0 0.0 0.00
H 1.800732 2.941962 -4.294260 0.0 0.0 0.0 0.00
H -0.346595 2.500566 -1.098552 0.0 0.0 0.0 0.00
H -2.767313 0.332220 -2.224919 0.0 0.0 0.0 0.00
H -1.670635 -0.789143 -1.389670 0.0 0.0 0.0 0.00
H -2.004538 -1.003582 -3.082918 0.0 0.0 0.0 0.00
H -1.966059 2.751912 -3.464059 0.0 0.0 0.0 0.00
H -1.886415 1.553694 -4.756625 0.0 0.0 0.0 0.00
H -0.594771 2.744708 -4.572542 0.0 0.0 0.0 0.00
H 1.406709 -0.755815 -3.225838 0.0 0.0 0.0 0.00
H 1.526846 0.571297 -4.391843 0.0 0.0 0.0 0.00
H 0.324048 -0.705352 -4.617768 0.0 0.0 0.0 0.00
F 5.849919 0.301243 2.455380 0.0 0.0 0.0 0.00
C 4.595803 0.328592 1.931669 0.0 0.0 0.0 0.00
C 3.745371 1.351237 2.282316 0.0 0.0 0.0 0.00
C 2.465183 1.367768 1.728103 0.0 0.0 0.0 -0.02
C 2.013726 0.393346 0.841085 0.0 -0.1 -0.1 -0.02
C 2.923441 -0.628838 0.533419 0.0 0.0 0.0 -0.01
C 4.205881 -0.671679 1.063038 0.0 0.0 0.0 0.00
H 4.081917 2.119583 2.967089 0.0 0.0 0.0 0.00
H 1.824212 2.195369 2.005681 0.0 0.0 0.0 -0.01
H 2.621978 -1.418089 -0.146940 0.0 0.0 0.0 -0.01
H 4.899269 -1.464022 0.810133 0.0 0.0 0.0 0.00
C -3.254388 -3.526811 1.820028 0.0 0.0 0.0 0.00
C -3.144804 -3.949045 0.366473 0.0 0.0 0.0 0.00
C -3.073785 -5.455905 0.196683 0.0 0.0 0.0 0.00
O -2.057740 -3.317924 -0.339131 0.0 0.0 0.0 0.00
P -0.550659 -3.054917 0.130392 0.0 0.0 0.0 0.00
S 0.556879 -2.841789 -1.449225 0.0 0.0 0.0 0.00
S -0.488744 -1.467391 1.395056 0.0 0.1 0.1 -0.02
O -0.310402 -4.386731 0.986162 0.0 0.0 0.0 0.00
C 0.792795 -4.727422 1.865195 0.0 0.0 0.0 0.00
C 0.371901 -4.455884 3.297918 0.0 0.0 0.0 0.00
C 2.104484 -4.055324 1.509962 0.0 0.0 0.0 0.00
H -4.159150 -3.965854 2.244680 0.0 0.0 0.0 0.00
H -3.308821 -2.442643 1.913630 0.0 0.0 0.0 0.00
H -2.397199 -3.872950 2.397455 0.0 0.0 0.0 0.00
H -4.022169 -3.580089 -0.170779 0.0 0.0 0.0 0.00
H -2.234894 -5.868888 0.754101 0.0 0.0 0.0 0.00
H -2.951394 -5.709013 -0.855856 0.0 0.0 0.0 0.00
H -3.998715 -5.908863 0.559407 0.0 0.0 0.0 0.00
H 0.896358 -5.804686 1.718784 0.0 0.0 0.0 0.00
H 0.237378 -3.385364 3.453557 0.0 0.0 0.0 0.00
H 1.141457 -4.816894 3.982464 0.0 0.0 0.0 0.00
H -0.562433 -4.969447 3.529132 0.0 0.0 0.0 0.00
H 2.050410 -2.977860 1.667311 0.0 0.0 0.0 0.00
H 2.378312 -4.243414 0.473680 0.0 0.0 0.0 0.00
H 2.883412 -4.457736 2.160478 0.0 0.0 0.0 0.00
```
Positions in Å, forces in eV/Å.

=====

# 3
Formula: C23H48F6N4O8S3ScSi
Source: the Open Molecules 2025 dataset
Level of theory: ωB97M-V/def2-TZVPD

F_max: 0.91 eV/A
ΔE to the lowest compared entry with this formula, charge and spin: 0.755 eV
HOMO-LUMO gap: 9.144 eV
E_HOMO: -11.47 eV
LUMO level: -2.3 eV
Charge: +1

The geometry in XYZ format:
```
94
Properties=species:S:1:pos:R:3:forces:R:3:mulliken_charge:R:1
Sc 0.141461 0.130407 0.232203 -0.3 0.2 -0.8 -0.90
F -0.327455 -3.933685 3.705265 0.0 -0.1 0.1 -0.21
C -0.371618 -3.120962 2.671492 -0.1 0.2 0.0 0.63
F 0.024183 -3.761316 1.574678 0.0 0.0 0.0 -0.23
F -1.599555 -2.661546 2.505925 0.1 -0.1 0.0 -0.19
S 0.804813 -1.720794 2.986354 0.0 0.2 0.2 1.21
O 1.068920 -1.113905 1.659474 0.0 -0.3 0.0 -0.54
O 1.935427 -2.287788 3.621825 0.1 0.0 0.0 -0.64
N -0.040577 -0.738293 3.864810 0.1 0.1 0.1 -0.57
S -0.320305 0.715701 3.362115 -0.3 -0.1 -0.1 1.24
O -0.864325 0.724382 1.985882 0.2 0.2 0.2 -0.58
O 0.713173 1.674333 3.591144 0.1 0.1 0.0 -0.70
C -1.776936 1.191947 4.385584 0.2 -0.1 0.0 0.54
F -2.740171 0.300037 4.240173 0.0 0.1 0.0 -0.18
F -2.176581 2.378290 3.955749 -0.1 0.0 0.0 -0.17
F -1.397674 1.267013 5.647109 -0.1 0.0 0.0 -0.18
C -2.639531 3.497168 -1.733416 0.0 0.0 0.0 -1.71
C -1.430076 3.075440 -0.906118 0.0 -0.1 0.1 1.72
C -1.559134 3.543326 0.535079 0.0 0.0 -0.1 -1.24
C -0.192248 3.638543 -1.566817 0.1 0.1 0.0 -1.75
O -1.276305 1.582578 -0.875166 0.1 0.0 0.1 1.91
Si -2.603013 0.526118 -1.055133 -0.2 0.2 0.1 -0.08
S -1.764951 -1.253632 -0.421980 0.2 -0.3 0.0 -1.39
O -3.729911 1.124150 -0.056850 -0.1 -0.1 -0.1 0.51
C -5.122044 0.747148 0.131319 0.0 0.0 0.0 1.62
C -5.964816 1.530102 -0.865312 0.0 0.0 0.0 -1.56
C -5.300852 -0.751398 -0.065924 0.0 0.0 0.0 -1.43
C -5.453714 1.144767 1.560329 0.0 0.0 0.0 -1.60
O -3.166681 0.526925 -2.571066 0.1 -0.1 -0.2 0.47
C -2.696440 -0.029735 -3.827731 0.0 0.0 0.1 1.91
C -3.066840 -1.507246 -3.888100 0.0 0.1 0.0 -1.62
C -1.187871 0.163573 -3.961086 0.0 0.0 0.0 -1.11
C -3.425425 0.747897 -4.908052 -0.1 0.1 0.0 -1.82
H -2.656368 4.587786 -1.756409 0.0 0.0 0.0 0.62
H -3.576883 3.157486 -1.304358 0.0 -0.1 0.0 0.15
H -2.562708 3.140079 -2.761879 0.0 0.0 0.1 0.31
H -1.630151 4.633029 0.566171 0.0 0.0 0.0 0.62
H -0.685219 3.247972 1.117951 0.0 0.0 0.0 -0.27
H -2.452878 3.121522 0.991825 0.0 0.0 0.0 0.01
H -0.287119 4.723787 -1.628529 0.0 0.0 0.0 0.52
H -0.097446 3.251856 -2.582517 0.0 0.0 0.0 0.28
H 0.702516 3.413172 -0.994141 0.0 0.0 0.0 0.11
H -5.662419 1.299395 -1.887995 0.0 0.0 0.0 0.12
H -5.856542 2.603778 -0.698764 0.0 0.0 0.0 0.32
H -7.020051 1.276546 -0.749360 0.0 0.0 0.0 0.52
H -5.064669 -1.047520 -1.091494 0.0 0.0 0.0 0.18
H -6.339442 -1.028186 0.125962 0.0 0.0 0.0 0.57
H -4.664594 -1.312387 0.619809 0.0 0.0 0.0 0.27
H -5.281529 2.212835 1.704480 0.0 0.0 0.0 0.33
H -4.827454 0.590644 2.261724 0.0 0.0 0.0 0.24
H -6.499966 0.930951 1.785406 0.0 0.0 0.0 0.44
H -2.568260 -2.065249 -3.099102 0.0 0.0 0.1 0.22
H -2.775706 -1.933484 -4.851362 0.0 0.1 0.0 0.47
H -4.145412 -1.628854 -3.775839 0.0 0.0 0.0 0.33
H -0.656921 -0.386522 -3.180412 0.0 0.0 0.0 -0.24
H -0.929196 1.223533 -3.890089 0.0 0.0 0.0 0.18
H -0.844539 -0.207218 -4.929438 -0.1 0.0 0.0 0.68
H -4.503441 0.635521 -4.786402 0.0 0.0 0.0 0.35
H -3.148869 0.384064 -5.898723 0.0 0.0 0.0 0.42
H -3.178125 1.809635 -4.847870 0.0 0.0 0.0 0.37
C 2.169632 -3.446314 -0.948369 0.0 0.0 0.0 -0.45
C 3.391181 -2.558957 -1.166480 0.0 0.0 0.0 -0.70
C 2.836772 -1.144049 -1.017824 -0.1 -0.1 0.2 0.07
O 1.373848 -1.244810 -1.088801 0.3 0.2 0.1 0.47
C 1.054637 -2.607299 -1.524107 0.0 0.1 0.0 -0.66
H 1.999550 -3.614309 0.113961 0.0 0.0 0.0 0.03
H 2.249851 -4.414230 -1.438972 0.0 0.0 0.0 0.49
H 3.791716 -2.697526 -2.170931 0.0 0.0 0.0 0.34
H 4.192014 -2.757626 -0.456644 0.0 0.0 0.0 0.35
H 3.172547 -0.501014 -1.820284 0.0 0.1 -0.1 -0.16
H 3.077392 -0.683731 -0.060347 0.0 -0.1 0.0 0.21
H 1.052704 -2.610500 -2.615755 0.0 0.0 0.0 0.27
H 0.065245 -2.847824 -1.165049 -0.1 0.0 0.1 0.32
C 3.009055 3.329356 2.237513 0.1 0.0 0.0 -1.34
N 3.506363 3.133149 0.881466 0.2 0.1 0.2 0.18
C 4.962356 2.983942 0.832099 0.0 0.1 0.0 -1.08
C 2.735258 2.422966 0.001829 -0.2 0.1 -0.1 0.33
N 1.761645 1.644636 0.445971 -0.1 -0.2 -0.4 0.75
N 2.978467 2.647193 -1.311845 0.1 -0.1 0.2 0.42
C 2.437765 1.852970 -2.397048 0.0 0.1 0.0 -0.92
C 3.709964 3.824307 -1.770682 0.0 0.0 0.0 -1.33
H 3.215934 2.467812 2.885000 0.0 0.0 0.0 0.42
H 1.937785 3.516413 2.234073 0.0 0.0 0.0 0.36
H 3.504294 4.201760 2.660710 0.0 0.0 0.0 0.35
H 5.443491 3.922979 1.104456 0.0 0.0 0.0 0.32
H 5.300173 2.692858 -0.155890 0.0 0.0 -0.1 0.39
H 5.277635 2.213115 1.542581 0.0 0.0 0.0 0.35
H 1.822861 1.638175 1.460496 0.0 -0.1 0.1 -0.32
H 3.242482 1.335440 -2.919088 0.0 0.0 -0.1 0.44
H 1.939716 2.505042 -3.112057 0.0 0.0 0.0 0.50
H 1.712724 1.133914 -2.050751 -0.2 -0.2 0.1 -0.06
H 3.772508 4.558842 -0.974414 0.0 0.0 0.0 0.43
H 3.162923 4.256715 -2.609372 0.0 0.0 0.0 0.39
H 4.715693 3.575717 -2.115138 0.0 0.0 0.0 0.39
```
Positions in Å, forces in eV/Å.

=====

Question: The highest charge belongs to which entry?
Answer: C23H48F6N4O8S3ScSi